The following is a quantum chemistry calculation of one molecule with the formula C3H8N2OS at a distorted geometry, from the Open Molecules 2025 dataset.

Values from the calculation:
* LUMO level: 0.0234 Eh
* energy: -702.03323 a.u.
* frontier orbital gap: 9.93 eV

Geometry as XYZ:
```
15
C3H8N2OS, DFT wB97M-V/def2-TZVPD
N -1.45225 1.19719 -0.93981
C -0.12755 1.72530 -0.75433
O 0.11064 2.90907 -1.03900
N 0.82786 0.98669 -0.00786
C 0.32397 -0.19663 0.81186
C 0.79768 -1.45758 0.15478
S 0.42366 -3.01070 0.92883
H -2.00459 1.81399 -1.60452
H -1.67239 0.30373 -1.12859
H 1.44598 1.56240 0.59180
H -0.75157 -0.10625 0.96799
H 0.88029 -0.05181 1.76617
H 1.89407 -1.23305 -0.15383
H 0.14441 -1.54187 -0.80113
H -0.84022 -2.90047 1.20763
```

These are the Löwdin partial charges, in e, on atoms 1 to 5: 0.140, -0.531, 0.009, 0.039, -0.286